{"formula": "C35H80O13", "method": "wB97M-V/def2-TZVPD", "species": ["C", "C", "C", "O", "C", "H", "H", "H", "H", "H", "H", "H", "H", "C", "C", "C", "O", "C", "H", "H", "H", "H", "H", "H", "H", "H", "C", "C", "C", "O", "C", "H", "H", "H", "H", "H", "H", "H", "H", "C", "C", "C", "O", "C", "H", "H", "H", "H", "H", "H", "H", "H", "C", "C", "C", "O", "C", "H", "H", "H", "H", "H", "H", "H", "H", "C", "C", "C", "O", "C", "H", "H", "H", "H", "H", "H", "H", "H", "C", "O", "H", "H", "H", "H", "C", "O", "H", "H", "H", "H", "C", "O", "H", "H", "H", "H", "C", "O", "C", "C", "O", "C", "H", "H", "H", "H", "H", "H", "H", "H", "H", "H", "C", "O", "C", "C", "O", "C", "H", "H", "H", "H", "H", "H", "H", "H", "H", "H"], "coordinates": [[0.056, 5.360, 3.262], [0.313, 6.393, 2.189], [-1.036, 6.555, 1.653], [-1.906, 6.564, 2.810], [-1.414, 5.415, 3.614], [0.758, 5.447, 4.090], [0.289, 4.377, 2.854], [0.877, 6.046, 1.323], [0.715, 7.315, 2.609], [-1.389, 5.967, 0.805], [-1.200, 7.533, 1.200], [-1.896, 4.464, 3.387], [-1.698, 5.532, 4.660], [0.752, 3.945, -1.442], [0.176, 4.346, -2.735], [-1.148, 5.057, -2.388], [-1.401, 4.541, -1.011], [-0.394, 3.695, -0.563], [1.558, 4.490, -0.951], [1.408, 3.090, -1.601], [-0.074, 3.524, -3.406], [0.835, 5.063, -3.225], [-1.851, 4.649, -3.113], [-1.072, 6.132, -2.551], [-0.633, 2.631, -0.553], [-0.121, 4.018, 0.441], [1.015, 0.817, -5.095], [-0.019, 0.115, -4.296], [-0.978, -0.324, -5.463], [-0.067, -0.634, -6.536], [1.191, -0.067, -6.369], [1.929, 0.841, -4.502], [0.801, 1.858, -5.335], [-0.502, 0.818, -3.617], [0.466, -0.729, -3.806], [-1.599, 0.501, -5.815], [-1.394, -1.302, -5.223], [1.453, 0.576, -7.209], [1.930, -0.855, -6.225], [-3.017, -3.002, 3.329], [-1.518, -3.124, 3.336], [-1.023, -2.642, 4.666], [-2.012, -1.516, 4.753], [-3.130, -1.550, 3.880], [-3.437, -3.733, 4.021], [-3.497, -3.161, 2.364], [-1.218, -2.506, 2.490], [-1.279, -4.146, 3.043], [-0.003, -2.342, 4.907], [-1.247, -3.445, 5.368], [-2.825, -0.874, 3.082], [-4.127, -1.326, 4.260], [-4.301, 2.142, 3.340], [-5.708, 1.799, 3.588], [-6.447, 1.881, 2.280], [-5.511, 2.705, 1.506], [-4.513, 3.273, 2.361], [-3.717, 1.356, 2.862], [-3.796, 2.483, 4.245], [-6.171, 2.425, 4.351], [-5.809, 0.802, 4.017], [-7.463, 2.262, 2.387], [-6.412, 0.860, 1.898], [-4.886, 4.174, 2.849], [-3.673, 3.603, 1.751], [4.545, -3.749, -3.403], [4.993, -4.300, -4.776], [4.208, -3.484, -5.739], [3.040, -3.219, -5.000], [3.250, -3.061, -3.626], [5.368, -3.071, -3.175], [4.663, -4.570, -2.697], [4.938, -5.388, -4.815], [6.051, -4.076, -4.913], [3.905, -4.087, -6.595], [4.648, -2.506, -5.932], [2.524, -3.386, -2.881], [3.324, -2.014, -3.334], [5.519, 1.112, 0.419], [4.225, 0.929, 0.929], [5.499, 1.969, -0.254], [6.213, 1.230, 1.251], [5.909, 0.215, -0.062], [4.055, -0.015, 0.979], [-4.823, 0.656, -0.755], [-6.051, 0.106, -1.102], [-4.898, 1.731, -0.925], [-4.625, 0.458, 0.298], [-4.086, 0.115, -1.348], [-6.645, 0.840, -0.931], [1.769, 2.883, 6.303], [2.466, 3.271, 5.142], [0.750, 3.270, 6.318], [1.535, 1.820, 6.360], [2.287, 3.287, 7.173], [3.277, 2.762, 5.077], [1.295, -4.629, -0.390], [1.889, -5.212, -1.627], [1.867, -6.686, -1.584], [2.357, -7.192, -2.941], [3.205, -8.372, -2.855], [2.783, -9.514, -2.131], [0.331, -5.101, -0.200], [1.014, -3.601, -0.615], [2.045, -4.624, 0.401], [0.872, -7.107, -1.440], [2.513, -7.026, -0.775], [2.931, -6.393, -3.411], [1.492, -7.516, -3.521], [2.678, -9.347, -1.059], [3.436, -10.382, -2.220], [1.805, -9.914, -2.401], [-0.325, 1.202, 3.768], [-0.905, 0.728, 2.591], [-0.005, 0.162, 1.668], [-0.795, -0.262, 0.343], [-0.097, -1.013, -0.644], [1.239, -0.529, -1.063], [0.408, 2.007, 3.706], [0.275, 0.409, 4.213], [-1.207, 1.359, 4.389], [0.543, -0.645, 2.155], [0.724, 0.961, 1.533], [-1.453, 0.539, 0.006], [-1.492, -1.017, 0.704], [1.879, -1.288, -1.513], [1.717, -0.216, -0.135], [1.159, 0.324, -1.736]], "multiplicity": 2, "lumo_ev": [-2.70, -8.80], "gap_ev": [8.0, 1.9], "homo_energy_ha": [-0.39219, -0.39219], "charge": 1}

{"formula": "C35H82N12O12", "method": "wB97M-V/def2-TZVPD", "species": ["C", "N", "C", "C", "O", "H", "H", "H", "H", "H", "H", "H", "C", "N", "C", "C", "O", "H", "H", "H", "H", "H", "H", "H", "C", "N", "C", "C", "O", "H", "H", "H", "H", "H", "H", "H", "C", "N", "C", "C", "O", "H", "H", "H", "H", "H", "H", "H", "C", "N", "C", "C", "O", "H", "H", "H", "H", "H", "H", "H", "C", "N", "C", "C", "O", "H", "H", "H", "H", "H", "H", "H", "C", "N", "C", "C", "O", "H", "H", "H", "H", "H", "H", "H", "C", "N", "C", "C", "O", "H", "H", "H", "H", "H", "H", "H", "C", "N", "C", "C", "O", "H", "H", "H", "H", "H", "H", "H", "C", "N", "C", "C", "O", "H", "H", "H", "H", "H", "H", "H", "C", "N", "C", "C", "O", "H", "H", "H", "H", "H", "H", "H", "C", "C", "N", "O", "H", "H", "H", "H", "H"], "coordinates": [[-0.243, 9.451, -3.822], [-0.552, 8.045, -3.772], [-1.133, 7.410, -2.798], [-1.713, 6.089, -3.128], [-1.070, 7.824, -1.663], [0.845, 9.517, -3.798], [-0.467, 10.094, -2.970], [-0.704, 9.935, -4.683], [-0.381, 7.515, -4.614], [-2.429, 5.815, -2.353], [-0.818, 5.474, -3.032], [-2.088, 5.944, -4.141], [-8.048, -9.599, -1.923], [-6.724, -9.620, -1.281], [-6.276, -8.564, -0.596], [-4.868, -8.743, -0.076], [-6.966, -7.600, -0.305], [-8.120, -10.459, -2.589], [-8.237, -8.692, -2.496], [-8.885, -9.763, -1.244], [-6.022, -10.296, -1.546], [-4.344, -9.559, -0.574], [-4.767, -8.995, 0.980], [-4.276, -7.854, -0.295], [0.695, -4.799, 5.321], [1.159, -6.060, 5.761], [1.637, -6.458, 6.994], [2.031, -7.948, 7.227], [1.771, -5.644, 7.911], [-0.395, -4.814, 5.323], [0.958, -4.676, 4.270], [1.150, -4.007, 5.915], [1.016, -6.795, 5.082], [2.875, -8.116, 6.558], [1.206, -8.586, 6.909], [2.414, -7.894, 8.247], [-4.719, -2.524, -8.951], [-3.890, -2.374, -10.156], [-2.818, -1.648, -10.238], [-2.198, -1.406, -11.668], [-2.297, -1.118, -9.193], [-5.461, -3.309, -9.098], [-5.232, -1.564, -8.878], [-4.102, -2.768, -8.086], [-4.377, -2.601, -11.011], [-1.616, -0.485, -11.702], [-2.956, -1.397, -12.451], [-1.561, -2.215, -12.026], [1.612, 1.266, 0.921], [0.572, 0.737, 0.091], [0.590, -0.489, -0.514], [-0.573, -0.940, -1.371], [1.641, -1.153, -0.507], [1.449, 0.907, 1.937], [1.691, 2.350, 0.847], [2.585, 0.912, 0.577], [-0.372, 1.092, 0.145], [-0.721, -2.016, -1.277], [-0.381, -0.754, -2.427], [-1.524, -0.440, -1.189], [0.892, -10.440, -4.135], [-0.129, -9.588, -4.866], [0.269, -8.578, -5.698], [-0.801, -7.555, -6.049], [1.452, -8.481, -6.080], [0.445, -10.795, -3.207], [1.775, -9.888, -3.814], [1.005, -11.263, -4.841], [-1.004, -9.994, -5.166], [-0.685, -6.546, -5.654], [-1.772, -7.741, -5.590], [-0.982, -7.445, -7.118], [5.598, 7.200, 7.371], [4.294, 7.542, 6.731], [4.126, 8.259, 5.642], [2.661, 8.299, 5.163], [5.005, 8.869, 4.998], [6.319, 7.657, 6.694], [5.651, 6.134, 7.590], [5.671, 7.701, 8.336], [3.616, 6.915, 7.139], [2.174, 9.123, 5.684], [2.120, 7.378, 5.382], [2.756, 8.622, 4.126], [7.720, -2.978, 0.064], [6.818, -4.072, -0.228], [7.332, -5.331, -0.265], [6.251, -6.374, -0.315], [8.446, -5.630, -0.082], [8.318, -3.287, 0.921], [7.226, -2.077, 0.426], [8.290, -2.771, -0.842], [5.867, -3.872, -0.501], [5.301, -5.853, -0.196], [6.312, -7.172, 0.425], [6.165, -6.746, -1.336], [7.568, 11.693, -0.678], [6.968, 10.381, -0.441], [6.467, 9.603, -1.427], [5.672, 8.425, -1.095], [6.554, 10.022, -2.526], [6.844, 12.461, -0.952], [8.521, 11.657, -1.205], [7.872, 12.138, 0.269], [6.612, 10.294, 0.500], [4.840, 8.603, -0.413], [6.340, 7.718, -0.603], [5.277, 7.976, -2.006], [-4.347, 1.117, 6.034], [-5.387, 0.214, 5.543], [-6.224, 0.517, 4.528], [-7.371, -0.296, 4.235], [-5.987, 1.450, 3.728], [-3.388, 0.657, 5.793], [-4.348, 1.202, 7.121], [-4.434, 2.177, 5.795], [-5.453, -0.690, 5.988], [-8.183, 0.421, 4.357], [-7.327, -1.073, 4.999], [-7.484, -0.779, 3.265], [-7.673, 7.427, -2.973], [-7.932, 6.140, -2.587], [-8.317, 5.127, -3.382], [-8.232, 3.745, -2.816], [-8.601, 5.259, -4.604], [-7.582, 8.089, -2.112], [-8.455, 7.824, -3.620], [-6.654, 7.540, -3.346], [-7.720, 5.896, -1.630], [-7.398, 3.164, -3.209], [-9.094, 3.177, -3.167], [-8.265, 3.642, -1.731], [6.381, -0.419, 7.507], [6.884, -0.734, 8.876], [6.201, -1.480, 9.703], [7.927, -0.121, 9.207], [7.249, -0.396, 6.848], [5.704, 0.433, 7.570], [5.810, -1.336, 7.365], [6.749, -1.755, 10.506], [5.336, -1.964, 9.509]], "smiles": "CNC(C)=O.CNC(C)=O.CNC(C)=O.CNC(C)=O.CNC(C)=O.CNC(C)=O.CNC(C)=O.CNC(C)=O.CNC(C)=O.CNC(C)=O.CNC(C)=O.CC(N)=O", "lumo_ev": 0.13, "gap_ev": 9.4, "homo_energy_ha": -0.33887}

Ordered F_max results: 0.074 0.110; unit hartree/bohr.
Ordered E_tot results: -2358.9021 -2942.7274; unit Eh.